[1]
A structure of composition C22H17N4O6PtS3, computed with ωB97M-V with the def2-TZVPD basis set.

Calculated values
Total charge: +1
Lowest unoccupied orbital energy in eV: -5.52
Energy relative to the best compared isomer or geometry (same formula, charge and spin) in kJ/mol: 0.0
HOMO-LUMO gap in eV: 6.315
HOMO level in Ha: -0.435

Cartesian coordinates (Å):
H 1.02777 3.43793 0.51981
O 3.79826 0.06081 1.53701
S 2.31682 -0.13877 -1.37163
H -0.35810 6.23707 -3.31575
C -2.04046 -2.20373 3.76239
H -3.00548 1.05577 3.96907
H -2.99013 -1.93989 -3.87880
C 2.05269 -1.69807 -0.49599
H -3.36217 -1.14434 5.08150
C 2.15710 -1.90076 0.89792
C -0.10908 3.54958 -1.29054
N -1.00170 -0.53603 -0.88419
C -1.33576 0.27120 -1.91414
H 2.02559 -3.32313 2.48603
H 1.12548 7.17033 -1.57993
C -2.43994 -1.55218 -3.03251
C -1.66134 0.19997 2.53030
C -1.38928 -1.82682 -0.92544
H 1.41247 -5.21366 1.01062
C 1.49277 -4.03100 -0.78640
N -0.49858 2.20860 -1.09886
H -1.09759 -2.44140 -0.08471
C -2.70384 -1.06778 4.22653
C -0.05796 5.62297 -2.47780
C 0.71964 4.07258 -0.30151
C -2.05037 -0.23185 -2.99494
C -0.50171 4.31970 -2.38683
C -2.51784 0.15900 3.61528
O 3.69374 0.16437 -1.50421
S 2.74340 -0.68891 2.11785
C 0.77835 6.14915 -1.49499
H -1.14830 3.89302 -3.13995
S -1.14973 1.50530 1.47870
N -1.01078 1.64369 -2.07159
N -1.03955 -0.90210 2.08475
O 2.93634 -1.41302 3.33174
H 1.64690 -2.60832 -2.38471
C -2.10372 -2.37151 -1.96467
C 1.71710 -2.78002 -1.31938
H 1.26467 -4.86045 -1.44280
H -2.37854 -3.41558 -1.93298
C 1.17064 5.37725 -0.41142
C -1.19336 -2.08828 2.68429
H -0.62254 -2.91734 2.28882
Pt 0.24194 -0.16303 0.71161
O 1.50196 -0.27447 -2.54809
C 1.57487 -4.22934 0.59136
H -2.17002 -3.16147 4.24347
H 1.82864 5.78828 0.34148
O 1.63491 0.80597 -0.36790
C 1.90206 -3.17839 1.42120
O 1.44293 0.15048 2.26668
H -2.26920 0.45863 -3.79577

Forces on atoms 1 to 2 (eV/Å):
0.003 0.014 0.007
-0.011 -0.025 0.021

***

[2]
A structure of composition C22H18AgN2O2S, computed with ωB97M-V with the def2-TZVPD basis set.

Calculated values
Total charge: -1
Lowest unoccupied orbital energy in eV: 2.56
HOMO-LUMO gap in eV: 7.254
HOMO level in Ha: -0.172

Cartesian coordinates (Å):
H -1.54394 -4.14476 0.32864
C 2.65563 -0.28485 -1.87484
C 2.09806 4.08294 -2.34074
C -4.50894 -2.94894 2.51503
C -2.35847 -3.77266 0.94165
H 4.41363 6.28636 -1.74833
H 5.17528 5.02876 -2.71425
O -0.58726 1.90025 0.38491
H 1.77463 4.57365 -3.25194
H 0.33709 2.85516 -2.19270
H -3.20058 -5.75942 1.13950
C 1.28829 3.12541 -1.75142
C 3.59370 -1.20673 -2.28612
C 4.21222 5.45692 -2.42906
H -6.32117 -3.22126 3.65740
C 1.42969 -0.73805 -1.35479
C -3.71738 -0.65515 2.41003
H -6.55704 -0.84474 4.24407
N 1.15309 -2.04389 -1.28386
S 0.66793 1.23121 0.13034
C -4.36634 -4.31572 2.17283
C 3.32790 4.42466 -1.78257
N 0.39770 0.11642 -0.96375
C 3.30576 -2.56439 -2.20067
C -3.54325 -2.01801 2.04718
H 2.85541 0.77208 -1.95851
H -5.10179 -5.02964 2.52940
O 1.40803 0.72862 1.26919
H 4.67605 4.04050 -0.16083
C 3.72257 3.78551 -0.61114
H -4.87178 0.80692 3.43548
C -3.31195 -4.71221 1.40348
H 4.54460 -0.86696 -2.68015
H -2.97985 0.05482 2.05102
C -2.43378 -2.42735 1.23574
H 3.22612 2.31343 0.88861
C 1.70392 2.49220 -0.58961
C 2.06671 -2.91708 -1.69938
C -5.59271 -2.49502 3.31060
H 1.78702 -3.96303 -1.61643
H 3.74795 5.86494 -3.32669
H 4.01070 -3.32267 -2.51341
Ag -1.01154 -1.09608 0.43699
C 2.91972 2.82404 -0.01447
C -4.76851 -0.24021 3.17769
C -5.72309 -1.17596 3.63589

Forces on atoms 1 to 2 (eV/Å):
0.012 0.004 -0.002
0.025 -0.068 -0.021

***

[3]
A cluster of 2 separate species, C22H18BF4N in total, computed with ωB97M-V with the def2-TZVPD basis set.

Calculated values
Lowest unoccupied orbital energy in eV: -3.13
Energy relative to the best compared isomer or geometry (same formula, charge and spin) in kJ/mol: 5.1
HOMO-LUMO gap in eV: 3.972
HOMO level in Ha: -0.261

Cartesian coordinates (Å):
H 2.88048 0.59100 -3.26538
C -2.02362 0.20439 -2.02500
H 3.25702 -1.87562 -3.39853
C 0.92303 0.86822 4.76693
H -3.98919 2.70442 -1.64541
C -1.67718 -1.45200 -3.69862
H 0.70492 1.68068 5.45584
H 1.35467 1.49082 0.94257
H 1.66932 -2.10025 2.35241
C 2.73012 -2.21366 -1.32353
N -2.37055 1.39110 -1.40030
C 1.48500 -1.26125 3.01090
C 2.28660 0.53667 -1.20214
C 0.98043 -0.45268 5.20991
C -2.04036 1.31316 -0.06138
H 2.08723 1.60915 -1.14686
B -2.31050 2.58937 0.89937
C 2.93004 -1.42255 -2.46126
F -1.55730 3.63367 0.32239
C -0.98906 -1.90926 -1.40036
H -2.59822 0.49806 -4.07360
C 2.33248 -1.64584 -0.11751
H -1.13279 -0.34002 1.13520
H 1.05086 2.12378 3.03605
C 2.08787 -0.24485 -0.01640
C 1.44424 0.06339 2.49092
C 2.71243 -0.03731 -2.38802
C -2.14815 -0.17866 -3.35217
C 1.25292 -1.52174 4.35819
H -0.54264 -2.54509 -0.63344
C -1.46026 -0.65158 -1.03326
H 2.19389 -2.29621 0.74047
C -3.00870 2.49255 -2.08407
H -2.39525 3.39661 -2.02702
H 2.89203 -3.29288 -1.38158
C -1.48904 0.07180 0.20208
F -3.69888 2.80869 0.84647
C -1.09669 -2.29950 -2.73658
H -1.76372 -1.79138 -4.73036
C 1.61369 0.44937 1.13040
F 0.72524 -0.71214 6.53101
H 1.27347 -2.53773 4.74353
H -0.72991 -3.28132 -3.04261
H -3.13359 2.20419 -3.12553
C 1.14102 1.10940 3.42182
F -1.85339 2.23301 2.17444

Forces on atoms 1 to 2 (eV/Å):
-0.123 -0.228 0.295
0.132 -0.185 0.250

***

[4]
A structure of composition C22H18Cl2N4O2Pd, computed with ωB97M-V with the def2-TZVPD basis set.

Calculated values
Total charge: -2
Lowest unoccupied orbital energy in eV: 4.58
HOMO-LUMO gap in eV: 4.322
HOMO level in Ha: 0.009

Cartesian coordinates (Å):
C -3.01118 -2.58836 0.08126
N -1.38506 -0.08971 1.82270
N -6.84152 -1.87482 2.84294
N 1.72600 1.62737 -0.44668
H -3.92065 0.40592 -1.36856
C 3.43738 1.98224 -2.06106
H 5.72309 1.29825 -4.46852
H -2.44161 -0.98109 -3.02848
C 1.87293 -2.21522 -0.42272
C 2.02935 1.40558 -1.65955
Cl 1.56009 -3.96747 -0.12759
C 0.68979 1.13611 1.37417
H 2.21034 0.81179 -3.55987
C -5.02688 -1.60828 1.08616
C -5.95760 -1.67112 2.13105
C -1.09120 0.39578 4.55530
C -2.23474 -1.60857 -2.17921
C -4.02119 -2.62526 1.00024
C 5.49970 3.19884 -1.65206
C 4.15068 2.87581 -1.28269
H -2.88555 -0.66616 4.73577
C 5.26524 1.72430 -3.58569
H -5.53051 0.37622 0.36096
N 0.70599 0.91076 0.16858
C -3.93904 -0.45632 -0.71226
H -4.07051 -3.41029 1.73352
H 1.96730 -1.92378 -1.47631
O 1.42539 0.73523 -2.57115
C -2.91951 -1.50708 -0.94904
C 3.93063 1.54137 -3.28957
O 3.09172 0.90047 -4.08079
H 1.27167 1.98092 1.96026
H -3.08622 -1.11481 2.30789
H 7.04377 2.72728 -3.14965
H 0.60725 1.50182 3.88731
H 6.15935 3.82308 -1.05131
H -1.75372 -2.57770 -2.32437
H 3.75777 3.32731 -0.35121
H 1.01627 -1.63331 0.01336
Pd -1.26269 -0.40793 -0.64264
C -4.85766 -0.46100 0.30177
C -0.17757 0.82727 3.62532
H -1.20903 0.71535 5.62541
C -0.29175 0.50374 2.35187
C -2.19062 -0.63982 2.68593
C -2.14289 -0.34560 4.08024
H -2.21259 -3.35137 0.13545
Cl 3.30908 -1.61343 0.37150
C 6.01069 2.60568 -2.79795

Forces on atoms 1 to 2 (eV/Å):
0.061 -0.327 -0.012
1.670 -0.829 -0.193

***

[5]
A structure of composition C22H18Cl3F3GeN8S2Zr, computed with ωB97M-V with the def2-TZVPD basis set.

Calculated values
2S+1: 2
⟨S²⟩: 0.7738
Total charge: +3
Lowest unoccupied orbital energy (spin up / spin down) in eV: -9.56 / -11.40
Energy relative to the best compared isomer or geometry (same formula, charge and spin) in kJ/mol: 0.0
HOMO-LUMO gap (spin up / spin down) in eV: 7.085 / 5.236
HOMO level (spin up / spin down) in Ha: -0.612 / -0.612

Cartesian coordinates (Å):
C 3.34002 -0.30256 2.41800
H 3.81555 -1.27000 2.51707
C -0.01522 3.43158 -2.54797
N -1.96554 -4.46237 0.11085
C 2.19703 2.23723 2.24666
N -1.96579 -5.21227 2.10146
S -0.30856 -3.10525 1.86348
C 0.99157 1.46009 -1.42420
Ge -2.56396 2.02968 4.57139
C 1.87309 2.17806 -3.57072
C -1.87132 4.50948 -1.49807
C 2.12247 -0.06043 3.03538
C -1.74229 3.61718 -0.44202
H -2.48110 -3.17901 -1.29852
H 3.43516 -0.04679 -3.21752
C 1.55034 1.21595 2.95897
H -1.05780 5.10680 -3.40055
F -2.66112 -1.07003 0.47597
N 0.92821 0.62862 -0.34853
H 0.72953 1.46577 3.62890
C 0.94206 3.23466 -3.61514
H -4.10822 -6.98766 -0.56042
C -0.99732 4.42848 -2.55879
Zr -0.48627 1.18791 1.31407
N 2.67083 2.13072 -4.62848
H 3.22922 -1.63022 -1.28006
C 0.04796 2.56803 -1.45689
H -4.32227 -5.37634 -1.27156
C -1.41154 -4.24295 1.34548
F -2.81136 1.13051 0.73896
N -1.65414 -3.68928 -1.00430
F -2.18704 0.20160 -1.17749
N -2.79693 -5.99515 1.44055
C 3.40002 1.97533 1.60253
H 3.91610 2.76499 1.07286
N -0.79943 2.66837 -0.40315
Cl -1.10888 3.18045 2.65739
H -1.33210 -4.29787 -1.75020
C 2.62192 -0.73886 -1.34682
C 1.70862 -0.45517 -0.33968
H 4.93700 0.52559 1.24880
H -2.41914 3.66461 0.39737
C -2.04821 0.06471 0.13819
H 1.59749 -1.12696 0.49988
H 1.64721 -0.82393 3.64017
H -2.65505 5.25269 -1.46853
C -3.58827 -6.10118 -0.91382
H 1.80335 3.24836 2.25690
C -2.80028 -5.53370 0.19580
Cl -0.98616 2.02241 5.99711
H -2.94059 -6.37816 -1.74752
H -1.79327 -5.37545 3.08819
N 1.04409 3.97864 -4.70679
S 2.24327 3.35631 -5.57837
Cl -1.51301 -0.09037 3.16396
C 1.89342 1.24653 -2.46455
C 3.97366 0.71302 1.70604
C 2.73302 0.12757 -2.41172

Forces on atoms 1 to 2 (eV/Å):
0.016 -0.002 -0.008
0.004 0.003 -0.001

***

[6]
A structure of composition C22H18Cl3N6O2SSiTl, computed with ωB97M-V with the def2-TZVPD basis set.

Calculated values
Lowest unoccupied orbital energy in eV: -0.81
Energy relative to the best compared isomer or geometry (same formula, charge and spin) in kJ/mol: 237.4
HOMO-LUMO gap in eV: 5.428
HOMO level in Ha: -0.229

Cartesian coordinates (Å):
H 2.91184 0.49528 2.03632
C 0.73849 -0.88325 4.22105
C -0.29515 0.56082 2.60490
N -1.03657 0.22343 -3.57001
H 0.38052 -1.24443 -6.24850
S 0.77476 -2.00840 0.61990
C -4.16256 4.49114 0.84099
O -2.48126 1.27175 2.98728
H -4.81396 5.02800 1.52109
C -3.33363 3.48820 1.32600
H -0.89971 -1.73754 -4.18095
C 2.13678 -4.37635 3.39260
C 0.42212 0.88033 -5.84309
H 1.01178 1.13897 -6.71410
C -0.02318 1.86190 -4.97856
Si 0.73518 -3.06875 -1.27170
C -4.15202 4.79478 -0.50633
C -2.45304 3.10139 -0.89449
N 2.97969 -3.21388 1.73093
N -1.63422 2.30421 -1.73215
C 0.09121 -0.44335 -5.57928
N 0.87831 0.79820 2.02082
H 4.32393 -4.18840 3.11080
C -0.39877 -0.28186 3.71792
Cl 1.72694 -4.84155 -1.01736
H -3.27791 4.34927 -2.41421
C -3.30015 4.10882 -1.36426
H 4.92573 -2.87925 1.05731
N -1.53905 1.81877 0.92724
H 0.16547 2.91285 -5.14845
H -4.80137 5.56880 -0.89874
Cl -1.17647 -3.45526 -1.76235
C 1.66466 -3.14190 1.60508
C -2.47327 2.78756 0.48000
C 3.30354 -3.97917 2.83467
H 3.90026 -1.42494 1.13026
H -3.34985 3.23471 2.37353
N 1.14652 -3.84013 2.60465
H 0.15013 -3.91205 2.75463
C 1.97650 0.23621 2.52893
C 3.93120 -2.48213 0.88115
H -1.37725 -0.41004 4.16005
C -0.76543 1.49634 -3.85744
C -1.35066 2.62313 -2.99786
C -1.57658 1.28307 2.13964
H 1.93553 -4.99714 4.24893
H 2.89464 -1.02024 4.01360
H 3.67214 -2.61455 -0.16473
C 1.96822 -0.61308 3.62147
H 0.67865 -1.53598 5.08493
C -0.62911 -0.71389 -4.42920
Tl -0.31534 0.74172 -0.72974
O -1.48013 3.69911 -3.59092
Cl 1.67189 -1.99121 -2.68228

Forces on atoms 1 to 2 (eV/Å):
-0.056 0.017 0.017
0.008 0.029 -0.034

***

Calculated values (g/mol) of molecular weight for the records, taken in order: 724.68, 482.33, 383.20, 547.74, 785.76, 769.32.